i) A cluster of 2 separate species, C3H10NOS in total. Source: OMol25; level of theory: ωB97M-V with the def2-TZVPD basis set.

Values from the calculation:
Net charge = -1

Last column: Mulliken charge in e.
CARTESIAN COORDINATES (ANGSTROEM)
1 C 0.42 -0.57 1.39  -1.432
2 C -0.39 -1.17 0.24  0.350
3 C 0.35 -1.09 -1.13  -0.940
4 S 0.56 0.53 -1.85  -0.538
5 N -1.75 -0.62 0.17  -0.751
6 H 1.42 -1.02 1.39  0.355
7 H 0.53 0.51 1.30  0.282
8 H -0.07 -0.85 2.33  0.384
9 H -0.42 -2.24 0.51  0.217
10 H -0.30 -1.75 -1.74  0.289
11 H 1.26 -1.68 -0.99  0.331
12 H -1.86 -0.29 -0.78  0.337
13 H -1.67 0.27 0.64  0.275
14 H 0.75 3.84 0.07  0.270
15 H 0.63 2.58 -0.74  0.209
16 O 0.54 3.54 -0.81  -0.639

***

ii) A cluster of 2 separate species, C3H10NOS in total. Source: OMol25; level of theory: ωB97M-V with the def2-TZVPD basis set.

Values from the calculation:
Net charge = -1

Last column: Mulliken charge in e.
CARTESIAN COORDINATES (ANGSTROEM)
1 C -0.39 1.74 1.00  -1.339
2 C 0.21 0.66 0.10  0.632
3 C -0.90 -0.31 -0.38  -1.215
4 S -0.45 -1.32 -1.84  -0.666
5 N 0.93 1.30 -0.99  -0.789
6 H -1.25 2.19 0.50  0.302
7 H 0.32 2.53 1.23  0.359
8 H -0.66 1.31 1.98  0.311
9 H 0.81 0.00 0.73  0.168
10 H -1.14 -0.98 0.44  0.401
11 H -1.82 0.19 -0.53  0.365
12 H 1.68 0.70 -1.30  0.306
13 H 0.28 1.28 -1.76  0.271
14 H 0.24 -2.81 -0.26  0.252
15 H 1.55 -3.20 0.54  0.289
16 O 0.59 -3.27 0.53  -0.648

***

Order from most stable to least stable according to the calculation: ii), i)

***

i) A cluster of 2 separate species, C3H10NOS in total. Source: OMol25; level of theory: ωB97M-V with the def2-TZVPD basis set.

Values from the calculation:
Net charge = -1

Last column: Mulliken charge in e.
CARTESIAN COORDINATES (ANGSTROEM)
1 C 1.16 -1.01 0.52  -0.616
2 C 0.95 0.20 -0.47  -0.677
3 S -0.61 0.05 -1.40  -0.691
4 C 2.02 -0.69 1.75  -0.515
5 N 1.58 -1.30 3.02  -0.675
6 H 1.54 -1.89 0.02  0.324
7 H 0.12 -1.28 0.78  0.303
8 H 1.75 0.21 -1.20  0.211
9 H 0.92 1.05 0.20  0.232
10 H 2.06 0.39 1.85  0.404
11 H 3.00 -1.14 1.60  0.238
12 H 0.82 -0.77 3.42  0.236
13 H 1.23 -2.22 2.82  0.248
14 H -3.39 1.41 -1.88  0.352
15 H -3.55 2.96 -1.77  0.307
16 O -4.04 2.14 -1.85  -0.681

***

ii) A structure of composition C3H10NOS. Source: OMol25; level of theory: ωB97M-V with the def2-TZVPD basis set.

Values from the calculation:
Net charge = -1

Last column: Mulliken charge in e.
CARTESIAN COORDINATES (ANGSTROEM)
1 C -0.61 3.39 -0.31  -0.622
2 O -0.93 2.09 0.01  -0.720
3 H 0.10 3.84 0.40  0.168
4 H -0.23 3.43 -1.35  0.227
5 H -1.52 4.02 -0.37  0.178
6 C -0.07 -0.84 -0.95  -0.658
7 C 0.57 -0.78 0.42  -0.504
8 S 0.47 -2.44 1.21  -0.298
9 N 0.13 0.45 -1.60  -0.825
10 H 0.35 -1.70 -1.50  0.452
11 H -1.14 -1.11 -0.80  0.216
12 H 1.61 -0.48 0.33  0.342
13 H 0.05 -0.07 1.06  0.366
14 H 1.24 -2.18 2.28  0.082
15 H -0.13 0.39 -2.57  0.078
16 H -0.44 1.30 -0.82  0.518

***

Order from most stable to least stable according to the calculation: i), ii)

***

i) The molecule C6H9NS. Source: OMol25; level of theory: ωB97M-V with the def2-TZVPD basis set.

Values from the calculation:
Structure (SMILES) = C=C=NCS/C=C/C
Net charge = 0

Last column: Mulliken charge in e.
CARTESIAN COORDINATES (ANGSTROEM)
1 C 1.22 1.95 0.11  0.750
2 C -2.49 -1.34 -0.03  -1.154
3 C -1.13 -1.55 -0.58  0.068
4 C 2.52 -0.02 0.51  -0.345
5 C -0.04 -1.13 -0.03  -0.479
6 C 0.20 2.62 -0.34  -0.940
7 N 2.15 1.31 0.63  -0.487
8 S 1.55 -1.03 -0.81  -0.126
9 H -2.34 -1.14 0.99  0.349
10 H -2.91 -0.42 -0.51  0.241
11 H -1.15 -1.94 -1.58  0.327
12 H 3.60 0.22 0.33  0.348
13 H 2.41 -0.62 1.42  0.281
14 H -0.07 -0.83 0.94  0.359
15 H -0.70 2.88 0.38  0.210
16 H -3.13 -2.18 -0.20  0.347
17 H 0.31 3.22 -1.26  0.252

***

ii) A structure of composition C6H9NS. Source: OMol25; level of theory: ωB97M-V with the def2-TZVPD basis set.

Values from the calculation:
Net charge = 0

Last column: Mulliken charge in e.
CARTESIAN COORDINATES (ANGSTROEM)
1 C 1.32 0.46 1.03  -0.748
2 C 1.07 -0.58 0.12  -0.179
3 C -0.27 0.16 1.17  -0.360
4 C -1.06 0.91 -0.04  -0.166
5 C -1.22 -0.15 -1.09  -1.060
6 C 0.25 -0.15 -1.14  -0.076
7 H 1.68 1.51 0.80  0.314
8 H 1.81 0.16 1.98  0.312
9 H 1.79 -1.38 -0.16  0.454
10 H -0.50 -1.90 0.43  0.275
11 H -0.68 0.33 2.08  0.688
12 H -1.71 1.62 0.53  0.477
13 H -1.57 0.19 -2.20  0.264
14 H -1.73 -1.09 -0.88  0.315
15 H 0.58 -0.49 -2.18  0.469
16 N 0.04 -1.23 0.90  -0.683
17 S 0.18 1.63 -1.35  -0.297

***

iii) A structure of composition C6H9NS. Source: OMol25; level of theory: ωB97M-V with the def2-TZVPD basis set.

Values from the calculation:
Net charge = 0

Last column: Mulliken charge in e.
CARTESIAN COORDINATES (ANGSTROEM)
1 C -0.14 0.67 -0.20  0.375
2 C 0.62 -0.26 -1.18  -0.678
3 C 0.91 -0.96 0.18  -0.243
4 C 0.89 0.35 0.93  -0.920
5 C -0.63 -1.56 0.45  -0.313
6 C -1.31 -0.23 0.12  -0.428
7 H 0.43 2.58 -0.08  0.309
8 H -0.93 2.39 -1.05  0.283
9 H 0.09 -1.08 -1.79  0.312
10 H 1.51 0.28 -1.74  0.271
11 H 1.67 -1.78 0.51  0.358
12 H 0.35 0.37 1.88  0.322
13 H 1.80 0.98 0.77  0.466
14 H -1.08 -2.61 0.24  0.340
15 H -2.23 -0.42 -0.59  0.371
16 N -0.44 2.08 -0.17  -0.567
17 S -1.52 -0.82 1.71  -0.258

***

Order from most stable to least stable according to the calculation: i), iii), ii)

***

i) A cluster of 2 separate species, C4H14N3O in total. Source: OMol25; level of theory: ωB97M-V with the def2-TZVPD basis set.

Values from the calculation:
Net charge = +1

Last column: Mulliken charge in e.
CARTESIAN COORDINATES (ANGSTROEM)
1 C -1.20 2.28 0.16  -0.526
2 C 0.22 1.64 0.26  -0.953
3 C 0.20 0.18 0.54  -0.090
4 C 0.77 -0.40 1.61  -0.087
5 N 0.94 -1.73 1.88  -0.454
6 N -0.38 -0.66 -0.52  -0.109
7 N -1.69 2.33 -1.23  -0.466
8 H -1.14 3.30 0.54  0.376
9 H -1.94 1.72 0.74  0.349
10 H 0.81 2.18 0.98  0.432
11 H 0.65 1.79 -0.73  0.401
12 H 1.11 0.25 2.40  0.387
13 H 1.03 -2.43 1.16  0.141
14 H 1.43 -1.92 2.74  0.242
15 H -1.39 -0.78 -0.43  0.344
16 H 0.12 -1.55 -0.54  0.200
17 H -0.24 -0.19 -1.42  0.448
18 H -1.78 3.24 -1.66  0.184
19 H -2.46 1.74 -1.46  0.189
20 H 0.90 -3.60 -2.22  0.320
21 H 2.10 -2.93 -1.63  0.328
22 O 1.15 -2.77 -1.79  -0.655

***

ii) A cluster of 2 separate species, C4H14N3O in total. Source: OMol25; level of theory: ωB97M-V with the def2-TZVPD basis set.

Values from the calculation:
Net charge = +1

Last column: Mulliken charge in e.
CARTESIAN COORDINATES (ANGSTROEM)
1 C -0.31 1.57 -0.16  -0.541
2 C -1.53 0.75 0.08  -0.734
3 C -1.43 -0.69 -0.81  -0.515
4 N 0.25 -2.56 -2.00  -0.393
5 C 0.14 -2.43 -0.62  0.205
6 N -0.63 -1.56 -0.05  -0.643
7 N 0.82 0.85 0.53  -0.292
8 H -0.31 2.59 0.25  0.319
9 H -0.02 1.58 -1.23  0.330
10 H -2.39 1.28 -0.36  0.398
11 H -1.67 0.47 1.13  0.353
12 H -0.99 -0.32 -1.75  0.242
13 H -2.46 -0.74 -1.14  0.378
14 H 0.68 -3.36 -2.40  0.237
15 H -0.49 -2.16 -2.58  0.199
16 H 0.98 -2.80 -0.07  0.394
17 H 0.90 1.07 1.58  0.446
18 H 1.70 1.00 0.00  0.356
19 H 0.69 -0.21 0.59  0.267
20 H 1.96 1.46 3.68  0.324
21 H 2.33 2.50 2.62  0.294
22 O 1.79 1.71 2.70  -0.625

***

Order from most stable to least stable according to the calculation: i), ii)

***

i) The molecule C3H7NOS. Source: OMol25; level of theory: ωB97M-V with the def2-TZVPD basis set.

Values from the calculation:
Structure (SMILES) = C=NOCSC
Net charge = 0

Last column: Mulliken charge in e.
CARTESIAN COORDINATES (ANGSTROEM)
1 C 2.68 -0.15 0.12  -0.814
2 C 0.03 0.71 -0.03  -0.260
3 C -3.12 -0.61 -0.05  -0.312
4 H 3.30 -1.03 -0.39  0.227
5 H 2.94 -0.13 1.27  0.267
6 H 3.04 0.70 -0.30  0.353
7 H 0.03 0.86 1.03  0.303
8 H 0.28 1.65 -0.45  0.365
9 H -3.37 -1.44 0.62  0.264
10 H -3.78 -0.16 -0.87  0.268
11 N -1.85 -0.34 0.12  -0.479
12 O -1.23 0.60 -0.58  -0.114
13 S 1.06 -0.66 -0.50  -0.069

***

ii) The molecule C3H7NOS. Source: OMol25; level of theory: ωB97M-V with the def2-TZVPD basis set.

Values from the calculation:
Structure (SMILES) = C/C(CO)=N/S
Net charge = 0

Last column: Mulliken charge in e.
CARTESIAN COORDINATES (ANGSTROEM)
1 C 1.11 1.30 -0.13  -1.044
2 C -0.05 0.39 0.16  0.866
3 C 0.33 -1.06 0.61  -0.637
4 H 1.69 1.50 0.80  0.281
5 H 0.74 2.28 -0.51  0.338
6 H 1.84 0.91 -0.89  0.243
7 H -0.46 -1.61 1.15  0.373
8 H 1.28 -1.02 1.22  0.253
9 H 0.03 -1.81 -1.16  0.359
10 H -3.53 0.39 -0.53  0.169
11 N -1.23 0.81 -0.17  -0.518
12 O 0.77 -1.77 -0.54  -0.494
13 S -2.50 -0.33 -0.01  -0.190

***

Order from most stable to least stable according to the calculation: ii), i)

***

i) A cluster of 2 separate species, C3H7NOS in total. Source: OMol25; level of theory: ωB97M-V with the def2-TZVPD basis set.

Values from the calculation:
Net charge = 0

Last column: Mulliken charge in e.
CARTESIAN COORDINATES (ANGSTROEM)
1 O -0.88 2.19 1.63  -0.505
2 C -1.03 1.02 1.16  -0.143
3 C -0.18 0.53 -0.09  0.411
4 C 0.94 -0.27 0.49  -0.802
5 S 1.92 -0.75 -0.96  -0.258
6 N -1.06 -0.38 -0.94  -0.668
7 H -1.97 0.46 1.32  0.374
8 H 0.30 1.41 -0.54  0.301
9 H 0.77 -1.14 1.12  0.302
10 H 1.57 0.44 1.06  0.354
11 H 1.51 -2.81 -1.13  0.126
12 H -1.58 0.15 -1.68  0.249
13 H -0.31 -0.86 -1.44  0.258

***

ii) The molecule C3H7NOS. Source: OMol25; level of theory: ωB97M-V with the def2-TZVPD basis set.

Values from the calculation:
Structure (SMILES) = C/C(CO)=N/S
Net charge = 0

Last column: Mulliken charge in e.
CARTESIAN COORDINATES (ANGSTROEM)
1 C -0.08 -0.63 -1.52  -1.033
2 C 0.26 -0.10 -0.15  0.903
3 C -0.82 0.01 0.87  -0.562
4 H -0.47 -1.65 -1.54  0.280
5 H 0.80 -0.67 -2.15  0.349
6 H -0.83 -0.05 -2.02  0.269
7 H -0.45 0.58 1.73  0.373
8 H -0.99 -1.07 1.27  0.230
9 H -1.91 1.44 0.04  0.316
10 H 3.12 0.47 1.61  0.162
11 N 1.49 0.17 0.03  -0.563
12 O -1.99 0.52 0.29  -0.502
13 S 1.86 0.97 1.55  -0.223

***

iii) A cluster of 2 separate species, C3H7NOS in total. Source: OMol25; level of theory: ωB97M-V with the def2-TZVPD basis set.

Values from the calculation:
Structure (SMILES) = CC#[N+][O-].CS
Net charge = 0

Last column: Mulliken charge in e.
CARTESIAN COORDINATES (ANGSTROEM)
1 C 0.87 -1.07 -1.58  -0.934
2 C 0.51 2.37 -0.28  -0.656
3 C 1.20 -0.28 -0.38  0.102
4 N 1.97 -0.22 0.47  0.602
5 O 2.42 0.12 1.48  -0.705
6 S -0.81 1.15 -0.34  -0.245
7 H 1.53 -0.82 -2.41  0.255
8 H 0.93 -2.02 -1.06  0.291
9 H -0.20 -0.96 -1.86  0.331
10 H 1.33 1.71 -0.65  0.226
11 H 0.58 2.42 0.76  0.287
12 H 0.38 3.24 -0.86  0.349
13 H -1.67 1.47 0.49  0.098

***

Order from most stable to least stable according to the calculation: ii), i), iii)